Version i
Density functional theory data (wB97M-V/def2-TZVPD) for a single C20H23N3O2S molecule.

Values from the calculation:
structure (SMILES)	CC(C)(C)C(=O)NC(=S)NNC(=O)C(c1ccccc1)c1ccccc1
HOMO level	-8.619	eV
LUMO energy	0.55	eV

Last columns: bonded neighbours and bond lengths (Å).
Atoms and positions in Å:
1 C -2.7805 -1.1292 -1.3967  C2 1.532, H27 1.088, H28 1.088, H29 1.088
2 C -3.2655 -0.7830 0.0148  C1 1.532, C3 1.529, C4 1.535, C5 1.528
3 C -3.0279 -1.9732 0.9453  C2 1.529, H30 1.087, H31 1.087, H32 1.087
4 C -4.7607 -0.4341 0.0038  C2 1.535, H33 1.088, H34 1.088, H35 1.088
5 C -2.5008 0.4176 0.5691  C2 1.528, O6 1.211, N7 1.374
6 O -1.9783 0.4323 1.6617  C5 1.211
7 N -2.5071 1.5010 -0.2757  C5 1.374, C8 1.381, H36 1.013
8 C -2.0645 2.7950 -0.0844  N7 1.381, S9 1.642, N10 1.352
9 S -2.8189 4.0107 -0.8910  C8 1.642
10 N -1.0771 3.0649 0.7991  C8 1.352, N11 1.392, H37 1.016
11 N -0.0814 2.1675 1.1738  N10 1.392, C12 1.376, H38 1.018
12 C 0.7090 1.6124 0.1944  N11 1.376, O13 1.206, C14 1.525
13 O 0.6599 1.9736 -0.9555  C12 1.206
14 C 1.6583 0.5502 0.7390  C12 1.525, C15 1.517, C21 1.509, H39 1.096
15 C 3.0827 0.8949 0.3477  C14 1.517, C16 1.388, C20 1.390
16 C 3.9856 -0.0795 -0.0538  C15 1.388, C17 1.384, H40 1.080
17 C 5.2864 0.2631 -0.3802  C16 1.384, C18 1.383, H41 1.080
18 C 5.7001 1.5814 -0.3096  C17 1.383, C19 1.384, H42 1.080
19 C 4.8075 2.5570 0.1005  C18 1.384, C20 1.383, H43 1.080
20 C 3.5094 2.2149 0.4321  C15 1.390, C19 1.383, H44 1.081
21 C 1.2025 -0.7880 0.2108  C14 1.509, C22 1.388, C26 1.391
22 C 0.8525 -1.8094 1.0827  C21 1.388, C23 1.385, H45 1.081
23 C 0.4607 -3.0441 0.5920  C22 1.385, C24 1.384, H46 1.080
24 C 0.4064 -3.2645 -0.7735  C23 1.384, C25 1.386, H47 1.080
25 C 0.7416 -2.2433 -1.6484  C24 1.386, C26 1.383, H48 1.080
26 C 1.1398 -1.0116 -1.1603  C21 1.391, C25 1.383, H49 1.079
27 H -1.6981 -1.2368 -1.4128  C1 1.088
28 H -3.0639 -0.3767 -2.1294  C1 1.088
29 H -3.2213 -2.0742 -1.7059  C1 1.088
30 H -3.6184 -2.8262 0.6215  C3 1.087
31 H -3.3076 -1.7175 1.9639  C3 1.087
32 H -1.9767 -2.2500 0.9390  C3 1.087
33 H -4.9801 0.4048 -0.6535  C4 1.088
34 H -5.3311 -1.2928 -0.3425  C4 1.088
35 H -5.0978 -0.1804 1.0066  C4 1.088
36 H -3.1011 1.4323 -1.0930  N7 1.013
37 H -0.7953 4.0405 0.8033  N10 1.016
38 H -0.3409 1.5838 1.9670  N11 1.018
39 H 1.5939 0.5460 1.8333  C14 1.096
40 H 3.6747 -1.1121 -0.1118  C16 1.080
41 H 5.9779 -0.5058 -0.6924  C17 1.080
42 H 6.7135 1.8478 -0.5704  C18 1.080
43 H 5.1223 3.5882 0.1624  C19 1.080
44 H 2.8195 2.9814 0.7553  C20 1.081
45 H 0.8910 -1.6442 2.1499  C22 1.081
46 H 0.2010 -3.8361 1.2794  C23 1.080
47 H 0.1014 -4.2275 -1.1552  C24 1.080
48 H 0.6969 -2.4084 -2.7149  C25 1.080
49 H 1.4007 -0.2127 -1.8375  C26 1.079


Version ii
Density functional theory data (wB97M-V/def2-TZVPD) for a single C20H23N3O2S molecule.

Values from the calculation:
structure (SMILES)	CCOc1ccc2nc(SCC(=O)N3CCCCCC3)c(C#N)cc2c1
HOMO level	-8.323	eV
LUMO energy	-0.60	eV

Last columns: bonded neighbours and bond lengths (Å).
Atoms and positions in Å:
1 C -7.3999 -1.4084 -0.0306  C2 1.520, H27 1.086, H28 1.086, H29 1.086
2 C -5.9265 -1.3580 0.3411  C1 1.520, O3 1.416, H30 1.099, H31 1.099
3 O -5.4263 -0.0992 -0.0717  C2 1.416, C4 1.354
4 C -4.1270 0.2120 0.1466  O3 1.354, C5 1.410, C26 1.382
5 C -3.1951 -0.6465 0.7660  C4 1.410, C6 1.369, H32 1.079
6 C -1.8962 -0.2544 0.9506  C5 1.369, C7 1.405, H33 1.079
7 C -1.4619 1.0125 0.5268  C6 1.405, N8 1.348, C25 1.423
8 N -0.1761 1.3655 0.7239  C7 1.348, C9 1.303
9 C 0.2425 2.5362 0.3356  N8 1.303, S10 1.756, C21 1.430
10 S 1.9235 2.9753 0.5910  C9 1.756, C11 1.827
11 C 2.5131 1.5492 1.5698  S10 1.827, C12 1.521, H34 1.090, H35 1.089
12 C 3.7985 0.9698 0.9982  C11 1.521, O13 1.218, N14 1.350
13 O 4.8538 1.1781 1.5695  C12 1.218
14 N 3.7166 0.2480 -0.1398  C12 1.350, C15 1.445, C20 1.452
15 C 2.4795 -0.1337 -0.7806  N14 1.445, C16 1.533, H36 1.092, H37 1.090
16 C 1.8627 -1.3848 -0.1437  C15 1.533, C17 1.526, H38 1.092, H39 1.092
17 C 2.6164 -2.6690 -0.4788  C16 1.526, C18 1.529, H40 1.093, H41 1.093
18 C 4.1090 -2.6099 -0.1503  C17 1.529, C19 1.530, H42 1.092, H43 1.091
19 C 4.8946 -1.7279 -1.1235  C18 1.530, C20 1.530, H44 1.092, H45 1.091
20 C 4.9533 -0.2560 -0.7088  N14 1.452, C19 1.530, H46 1.092, H47 1.097
21 C -0.6086 3.4862 -0.3115  C9 1.430, C22 1.411, C24 1.374
22 C -0.1056 4.7391 -0.7223  C21 1.411, N23 1.146
23 N 0.2830 5.7612 -1.0662  C22 1.146
24 C -1.9234 3.1460 -0.5205  C21 1.374, C25 1.412, H48 1.081
25 C -2.3961 1.8831 -0.1018  C7 1.423, C24 1.412, C26 1.400
26 C -3.7189 1.4620 -0.2791  C4 1.382, C25 1.400, H49 1.079
27 H -7.9358 -0.6056 0.4681  C1 1.086
28 H -7.8239 -2.3621 0.2699  C1 1.086
29 H -7.5161 -1.2874 -1.1040  C1 1.086
30 H -5.3804 -2.1658 -0.1654  C2 1.099
31 H -5.8056 -1.4746 1.4268  C2 1.099
32 H -3.5002 -1.6247 1.1028  C5 1.079
33 H -1.1838 -0.9094 1.4272  C6 1.079
34 H 2.7429 1.9297 2.5652  C11 1.090
35 H 1.6781 0.8516 1.6036  C11 1.089
36 H 2.6888 -0.3177 -1.8363  C15 1.092
37 H 1.7633 0.6862 -0.7286  C15 1.090
38 H 0.8294 -1.4734 -0.4853  C16 1.092
39 H 1.8458 -1.2558 0.9401  C16 1.092
40 H 2.4966 -2.8942 -1.5417  C17 1.093
41 H 2.1616 -3.4894 0.0812  C17 1.093
42 H 4.5063 -3.6259 -0.2005  C18 1.092
43 H 4.2524 -2.2493 0.8698  C18 1.091
44 H 4.4610 -1.8259 -2.1211  C19 1.092
45 H 5.9250 -2.0815 -1.1883  C19 1.091
46 H 5.7170 -0.1139 0.0594  C20 1.092
47 H 5.2252 0.3579 -1.5767  C20 1.097
48 H -2.5964 3.8402 -1.0036  C24 1.081
49 H -4.4359 2.1146 -0.7525  C26 1.079


The structure with the greatest stability is version i.


Version i
Density functional theory data (wB97M-V/def2-TZVPD) for 3 unconnected molecules or ions with the total composition C4H16N2O2.

Values from the calculation:
structure (SMILES)	NCCCCN.O.O
HOMO level	-8.838	eV
LUMO energy	0.59	eV

Last columns: bonded neighbours and bond lengths (Å).
Atoms and positions in Å:
1 N -2.8364 0.6103 0.1663  C2 1.449, H7 1.010, H8 1.005
2 C -1.5146 1.1396 0.4339  N1 1.449, C3 1.549, H9 1.090, H10 1.096
3 C -0.3139 0.5026 -0.3090  C2 1.549, C4 1.542, H11 1.087, H12 1.092
4 C 0.2769 -0.6797 0.4849  C3 1.542, C5 1.538, H13 1.092, H14 1.094
5 C -0.2884 -2.0418 0.0486  C4 1.538, N6 1.464, H15 1.090, H16 1.093
6 N 0.2990 -3.1819 0.7552  C5 1.464, H17 1.014, H18 1.015
7 H -3.3446 1.1846 -0.4909  N1 1.010
8 H -2.8879 -0.3814 0.0146  N1 1.005
9 H -1.4798 2.2282 0.3801  C2 1.090
10 H -1.2985 1.0053 1.4998  C2 1.096
11 H -0.5126 0.1860 -1.3298  C3 1.087
12 H 0.4838 1.2451 -0.3735  C3 1.092
13 H 0.0843 -0.6316 1.5588  C4 1.092
14 H 1.3659 -0.7233 0.3864  C4 1.094
15 H -1.3646 -2.0322 0.2185  C5 1.090
16 H -0.0909 -2.1967 -1.0151  C5 1.093
17 H 1.2644 -3.2773 0.4611  N6 1.014
18 H 0.3429 -2.9760 1.7482  N6 1.015
19 O 1.2740 0.9658 -2.9930  H20 0.960, H21 0.969
20 H 1.4227 0.0610 -2.7072  O19 0.960
21 H 2.1257 1.4262 -2.9490  O19 0.969
22 O 2.4538 2.1608 1.2558  H23 0.966, H24 0.964
23 H 2.9905 2.9153 1.5319  O22 0.966
24 H 1.5483 2.4911 1.2232  O22 0.964


Version ii
Density functional theory data (wB97M-V/def2-TZVPD) for 3 unconnected molecules or ions with the total composition C4H16N2O2.

Values from the calculation:
structure (SMILES)	CN[C@@H](C)CN.O.O
HOMO level	-8.647	eV
LUMO energy	0.72	eV

Last columns: bonded neighbours and bond lengths (Å).
Atoms and positions in Å:
1 C -2.1990 1.6401 -1.4617  N2 1.473, H7 1.088, H8 1.083, H9 1.094
2 N -1.1301 1.1394 -2.3431  C1 1.473, C3 1.454, H10 1.010
3 C -0.0381 0.4193 -1.7084  N2 1.454, C4 1.563, C5 1.538, H11 1.100
4 C 0.8413 1.1721 -0.6585  C3 1.563, H12 1.097, H13 1.087, H14 1.101
5 C -0.5367 -0.9170 -1.1321  C3 1.538, N6 1.494, H15 1.084, H16 1.102
6 N -0.8867 -1.8559 -2.2399  C5 1.494, H17 1.014, H18 1.017
7 H -3.1872 1.5016 -1.8942  C1 1.088
8 H -2.0608 1.1608 -0.5006  C1 1.083
9 H -2.0898 2.7128 -1.2778  C1 1.094
10 H -0.7754 1.7912 -3.0275  N2 1.010
11 H 0.6490 0.2132 -2.5419  C3 1.100
12 H 0.9623 0.4012 0.1121  C4 1.097
13 H 0.4330 2.1413 -0.3839  C4 1.087
14 H 1.8923 1.4026 -0.8918  C4 1.101
15 H 0.1880 -1.3848 -0.4756  C5 1.084
16 H -1.3944 -0.7779 -0.4539  C5 1.102
17 H -1.0354 -1.2322 -3.0252  N6 1.014
18 H -1.7851 -2.2739 -2.0102  N6 1.017
19 O 1.6326 0.3881 5.7512  H20 0.959, H21 0.958
20 H 1.8657 0.8961 6.5301  O19 0.959
21 H 1.8087 0.8470 4.9291  O19 0.958
22 O 2.0564 -2.8863 3.0948  H23 0.977, H24 0.960
23 H 2.8559 -2.6627 2.5796  O22 0.977
24 H 1.9335 -3.8358 3.0294  O22 0.960


The structure with the greatest stability is version i.